(1)
{"formula": "C20H28N4O5S", "method": "ωB97M-V with the def2-TZVPD basis set", "symbols": ["C", "N", "C", "O", "N", "C", "C", "C", "C", "C", "C", "C", "O", "H", "S", "O", "O", "N", "H", "C", "C", "C", "O", "N", "H", "C", "C", "C", "C", "C", "C", "H", "C", "H", "H", "H", "H", "H", "H", "H", "H", "H", "H", "H", "H", "H", "H", "H", "H", "H", "H", "C", "H", "H", "H", "H", "H", "H"], "positions_angstrom": [[2.73278, -5.77105, 0.63924], [2.99898, -4.34460, 0.54110], [4.30900, -3.92580, 0.65340], [5.21892, -4.70407, 0.82649], [4.53314, -2.56070, 0.56303], [3.52736, -1.64971, 0.35665], [3.78144, -0.27329, 0.25582], [2.74324, 0.60810, 0.04441], [1.44266, 0.14291, -0.07895], [1.16533, -1.19916, 0.01410], [2.20315, -2.10148, 0.23817], [1.89570, -3.53115, 0.34867], [0.78100, -3.99723, 0.28703], [0.16046, -1.57362, -0.10074], [0.12475, 1.32655, -0.31269], [-0.93689, 0.72464, -1.05762], [0.68703, 2.56341, -0.76278], [-0.46104, 1.62532, 1.21213], [0.15585, 2.18671, 1.77549], [-1.20126, 0.59584, 1.91200], [-2.34324, 1.18948, 2.74213], [-3.55860, 1.59903, 1.90114], [-4.69091, 1.33064, 2.24712], [-3.24898, 2.30270, 0.80137], [-2.27829, 2.38212, 0.53513], [-4.21101, 2.62874, -0.23828], [-3.85380, 3.99982, -0.81831], [-2.72876, 3.99153, -1.85628], [-3.24476, 3.78637, -3.27976], [-3.70021, 2.36101, -3.57651], [-4.78618, 1.83699, -2.63725], [-5.20596, 0.93235, -3.08361], [-4.24204, 1.47635, -1.25514], [-4.84682, 0.67868, -0.81852], [-3.22826, 1.08689, -1.37081], [-5.59687, 2.56240, -2.55183], [-4.07405, 2.32915, -4.60376], [-2.83829, 1.69286, -3.51701], [-4.07292, 4.47759, -3.46062], [-2.44728, 4.04152, -3.98213], [-2.21859, 4.95724, -1.81935], [-1.98717, 3.22675, -1.62068], [-4.74526, 4.44144, -1.26688], [-3.57122, 4.63743, 0.02325], [-5.18352, 2.69885, 0.26193], [-2.68889, 0.45279, 3.46780], [-1.98535, 2.06489, 3.28840], [-0.53809, 0.00368, 2.55703], [-1.60846, -0.05758, 1.13791], [2.91936, 1.66817, -0.04936], [4.78546, 0.10640, 0.33748], [5.90980, -2.12060, 0.68247], [6.02485, -1.45320, 1.53683], [6.23088, -1.61726, -0.22973], [6.52173, -3.00791, 0.83600], [2.08275, -5.96106, 1.49290], [2.22456, -6.10519, -0.26458], [3.67982, -6.28954, 0.75943]], "gap_ev": 8.85, "e_lumo_ev": -0.3129, "molar_mass_g_mol": 436.53, "e_above_lowest_ev": 0.300, "smiles": "Cn1c(=O)c2cc(S(=O)(=O)NCCC(=O)NC3CCCCCC3)ccc2n(C)c1=O", "total_charge": 0}



(2)
{"formula": "C34H39BeBrN4O2P2", "method": "ωB97M-V with the def2-TZVPD basis set", "symbols": ["Be", "C", "C", "C", "C", "C", "C", "C", "C", "C", "H", "H", "H", "H", "H", "H", "H", "H", "H", "H", "H", "H", "H", "H", "H", "P", "P", "N", "N", "N", "N", "C", "C", "C", "C", "C", "C", "C", "C", "C", "C", "C", "C", "C", "C", "C", "C", "C", "C", "H", "H", "H", "H", "H", "H", "H", "H", "H", "H", "H", "H", "H", "H", "H", "H", "H", "H", "H", "H", "Br", "C", "C", "C", "C", "C", "C", "C", "O", "O", "H", "H", "H", "H"], "positions_angstrom": [[-0.38514, 1.19222, -3.31235], [-1.96392, 0.85200, -5.65925], [-1.48070, -0.38844, -5.93346], [-0.25960, -0.73275, -6.74442], [0.92753, 0.19497, -6.44781], [0.98815, 0.58362, -4.98090], [0.58053, 1.84867, -4.49594], [-0.34856, 2.77305, -5.21303], [-1.36547, 2.11352, -6.18776], [0.00327, 2.26280, -1.80209], [-2.98743, 0.93967, -5.26433], [-2.19131, -1.20983, -5.79217], [-0.47740, -0.71336, -7.82398], [0.01301, -1.77450, -6.53374], [1.84231, -0.37932, -6.71640], [0.86092, 1.07180, -7.12983], [1.91211, 0.17936, -4.53765], [1.29876, 2.35774, -3.82265], [0.26733, 3.47454, -5.77914], [-0.87556, 3.39092, -4.47199], [-2.19564, 2.83230, -6.27050], [-0.89899, 2.02524, -7.19638], [-0.74352, 2.15837, -0.98946], [-0.10163, 3.30830, -2.19860], [0.98695, 2.24393, -1.29032], [1.51600, -1.02984, -2.06673], [-1.85850, -0.38528, -2.66388], [3.31309, -0.13065, -2.88879], [2.56728, -1.95215, -1.12186], [-3.31722, 1.07290, -3.01512], [-3.11980, -1.29512, -1.90314], [0.44086, -2.26111, -2.84750], [-0.92260, -1.80113, -3.42056], [3.48737, 1.22795, -2.71174], [4.73249, 1.61156, -3.21287], [5.32662, 0.44673, -3.77940], [4.40290, -0.59924, -3.61181], [3.67773, -1.42366, -0.43750], [4.48627, -2.46441, -0.02914], [3.85917, -3.67900, -0.45489], [2.70985, -3.34235, -1.14112], [-2.99201, 2.42984, -2.88898], [-4.11624, 3.21180, -3.13951], [-5.17983, 2.30728, -3.39489], [-4.64421, 1.00838, -3.38494], [-4.03354, -2.06165, -2.65309], [-4.71969, -2.89650, -1.79520], [-4.22788, -2.65115, -0.47321], [-3.26503, -1.66268, -0.56038], [0.25396, -3.01041, -2.05084], [1.04501, -2.73184, -3.65824], [-0.75095, -1.50334, -4.46414], [-1.60646, -2.65396, -3.42372], [2.73592, 1.83849, -2.23727], [5.15514, 2.61007, -3.17050], [6.29303, 0.36085, -4.26901], [4.48704, -1.64790, -3.90886], [3.77584, -0.36278, -0.29587], [5.42588, -2.37028, 0.49873], [4.21922, -4.68408, -0.27839], [1.96918, -3.95343, -1.61783], [-2.03185, 2.78965, -2.54850], [-4.15913, 4.30656, -3.09355], [-6.19948, 2.54849, -3.62760], [-5.11939, 0.05996, -3.57974], [-4.10335, -1.91996, -3.72566], [-5.47103, -3.61750, -2.08482], [-4.54676, -3.13968, 0.43190], [-2.64547, -1.17390, 0.18414], [-2.18730, 1.63151, 0.95690], [-1.41939, 0.19302, 1.96980], [-2.06179, -0.18862, 3.15092], [-1.59075, -1.33434, 3.82942], [-0.54325, -2.12125, 3.33833], [0.13036, -1.69510, 2.19700], [-0.30474, -0.55468, 1.51784], [0.57750, -0.15873, 0.38372], [1.60136, 0.55556, 0.50670], [0.22488, -0.69351, -0.81671], [-2.84242, 0.41998, 3.59946], [-2.08082, -1.65555, 4.74124], [-0.18330, -3.04475, 3.82514], [1.00438, -2.19130, 1.77052]], "gap_ev": [4.57, 4.57], "e_lumo_ev": [-2.0019, -2.0014], "molar_mass_g_mol": 686.58, "e_above_lowest_ev": 7.564, "total_charge": 0}



(3)
{"formula": "C15H31ClIrO4P2", "method": "ωB97M-V with the def2-TZVPD basis set", "symbols": ["P", "P", "C", "C", "H", "H", "H", "H", "C", "H", "H", "H", "C", "H", "H", "H", "C", "H", "H", "H", "C", "H", "H", "H", "Ir", "C", "C", "C", "C", "C", "C", "C", "C", "C", "H", "H", "H", "H", "H", "H", "H", "H", "H", "H", "H", "H", "H", "H", "H", "O", "Cl", "O", "O", "O"], "positions_angstrom": [[0.27201, -2.60981, -1.76811], [-0.08991, 1.13501, -1.94139], [-0.33399, -1.43977, -3.07272], [0.32646, -0.06341, -3.19677], [-1.41040, -1.31516, -2.91414], [-0.19143, -1.96020, -4.02835], [1.41998, -0.09895, -3.20162], [0.02017, 0.40403, -4.14550], [-1.58164, 2.01079, -2.64307], [-1.99224, 2.79558, -2.00276], [-2.39567, 1.32426, -2.88252], [-1.29316, 2.51468, -3.57486], [1.05845, 2.53486, -2.28252], [0.71489, 3.10294, -3.15627], [2.05476, 2.15086, -2.50987], [1.12583, 3.24481, -1.45250], [-0.94345, -3.96833, -2.11854], [-1.14423, -4.78894, -1.38379], [-0.67632, -4.50677, -3.01364], [-1.90254, -3.46881, -2.14745], [1.94869, -3.00956, -2.35071], [2.52084, -2.08144, -2.34404], [1.99794, -3.43986, -3.34939], [2.34902, -3.68710, -1.59058], [-0.00952, -4.06225, -0.27811], [0.50336, 3.12631, 1.93946], [-0.77149, 3.30910, 1.60059], [-1.85666, 2.38918, 1.07767], [-1.67491, 0.92374, 1.52153], [-0.96871, 0.49828, 0.32619], [0.43972, 0.44642, -0.00305], [1.60061, 1.17101, 0.63856], [1.31388, 1.84323, 1.99905], [0.30618, -4.33563, 2.61893], [1.04937, 4.03634, 2.30590], [-1.24948, 4.27501, 1.88661], [-1.88298, 2.44474, -0.02113], [-2.86711, 2.72273, 1.36215], [-1.02969, 0.89313, 2.40961], [-2.66179, 0.42592, 1.70664], [-1.51256, -0.27483, -0.20254], [0.71942, -0.64583, -0.06286], [2.00791, 1.88476, -0.06273], [2.39539, 0.44793, 0.82154], [0.90657, 1.08591, 2.69798], [2.28465, 2.17335, 2.42141], [0.35414, -0.54226, 6.84287], [1.26824, -4.08073, 3.08850], [-0.45183, -3.60412, 2.96280], [-1.13120, 1.44868, 4.88271], [0.11542, 1.17429, 5.58703], [1.02585, 0.35312, 4.81531], [-0.40592, 0.07995, 6.81109], [0.32915, -4.38718, 1.37738]], "gap_ev": [6.93, 5.36], "e_lumo_ev": [-6.0516, -8.9924], "s_squared": 8.77, "molar_mass_g_mol": 565.03, "total_charge": 2, "spin_multiplicity": 6}



(4)
{"formula": "C6H14N2O", "method": "ωB97M-V with the def2-TZVPD basis set", "symbols": ["C", "C", "C", "C", "C", "N", "N", "C", "O", "H", "H", "H", "H", "H", "H", "H", "H", "H", "H", "H", "H", "H", "H"], "positions_angstrom": [[0.77540, -0.23863, -0.36389], [0.12829, 0.00244, 0.91088], [1.32464, -1.64154, -0.55703], [-0.82264, -0.98616, 1.49597], [-1.65855, 1.35640, -0.53239], [1.75958, 0.78112, -0.67783], [0.44896, 1.10429, 1.62522], [-0.75717, -0.01279, -1.38234], [-1.40363, -1.04580, -1.54874], [1.31499, 1.61817, -1.03902], [2.43102, 0.44811, -1.35609], [1.28745, 1.58845, 1.32181], [0.02406, 1.24613, 2.52862], [-0.36312, 0.57606, -2.23369], [1.96886, -1.94811, 0.26855], [1.88003, -1.70517, -1.49349], [0.49923, -2.34817, -0.63538], [-1.44857, -0.52420, 2.26004], [-1.45189, -1.41179, 0.71427], [-0.25524, -1.80118, 1.95375], [-2.63006, 1.22964, -1.00535], [-1.21641, 2.31849, -0.79648], [-1.83522, 1.39425, 0.54262]], "gap_ev": [7.94, 7.94], "e_lumo_ev": [0.6432, 0.6434], "molar_mass_g_mol": 130.19, "e_above_lowest_ev": 3.575, "total_charge": 0}



(5)
{"formula": "C26H28ClMnNO2Si", "method": "ωB97M-V with the def2-TZVPD basis set", "symbols": ["Mn", "Cl", "C", "C", "C", "C", "O", "C", "C", "O", "C", "H", "H", "H", "H", "C", "Si", "C", "N", "C", "C", "C", "C", "C", "C", "C", "C", "C", "C", "C", "C", "C", "C", "C", "C", "C", "H", "H", "H", "H", "H", "H", "H", "H", "H", "H", "H", "H", "H", "H", "H", "H", "H", "H", "H", "H", "H", "H", "H", "H"], "positions_angstrom": [[-0.63374, -1.18381, -0.88797], [1.62502, -7.96364, -0.89785], [0.80758, -6.44543, -1.07619], [-0.55344, -6.41510, -1.33289], [-1.19427, -5.19664, -1.46461], [-0.49508, -3.99906, -1.34229], [-1.16971, -2.83423, -1.47602], [0.88550, -4.03916, -1.09707], [1.68891, -2.75860, -1.01777], [1.21051, -0.45709, -0.28324], [1.52103, -5.26729, -0.96085], [-1.10473, -7.34057, -1.42540], [-2.25668, -5.15086, -1.66548], [2.72357, -2.99350, -0.75429], [2.58594, -5.30827, -0.76853], [1.08857, -1.81319, -0.02014], [0.92956, 1.02687, 0.54747], [-0.11090, 1.79675, -0.83427], [-1.24370, 0.88540, -1.20553], [-1.57061, 1.02715, -2.65506], [-2.01671, 2.44064, -3.02732], [-2.93386, 3.03872, -1.94566], [-3.55630, 1.92669, -1.10947], [-2.47888, 1.13229, -0.37378], [2.50715, 1.90072, 0.89102], [3.11764, 2.68275, -0.09511], [4.31681, 3.32880, 0.15785], [4.92369, 3.19929, 1.40032], [4.33320, 2.42368, 2.38901], [3.13236, 1.77983, 2.13625], [-0.13607, 0.70979, 2.03381], [-0.93534, -0.42136, 2.22758], [-1.85401, -0.48460, 3.26490], [-1.99317, 0.58980, 4.13107], [-1.21191, 1.72433, 3.95815], [-0.29557, 1.78375, 2.91881], [1.07161, -2.09239, 1.02941], [1.71813, -2.25662, -1.99348], [0.52518, 1.91056, -1.71590], [-0.47512, 2.79558, -0.58011], [-2.35934, 0.30586, -2.87918], [-0.69292, 0.72951, -3.23219], [-2.54093, 2.37765, -3.98205], [-1.15120, 3.08227, -3.19534], [-3.71135, 3.64755, -2.40409], [-2.36896, 3.70822, -1.29212], [-4.14379, 1.26645, -1.75149], [-4.24666, 2.32845, -0.36767], [-2.88613, 0.17120, -0.04556], [-2.16350, 1.66035, 0.52518], [2.66194, 2.79146, -1.07315], [4.77906, 3.93270, -0.61151], [5.86056, 3.70318, 1.59772], [4.80860, 2.32104, 3.35533], [2.67918, 1.17716, 2.91527], [-0.84384, -1.29445, 1.58725], [-2.45368, -1.37521, 3.40050], [-2.70774, 0.54173, 4.94180], [-1.31578, 2.56302, 4.63374], [0.30430, 2.67988, 2.79819]], "gap_ev": [7.11, 7.26], "e_lumo_ev": [-3.3083, -3.2583], "s_squared": 6.37, "molar_mass_g_mol": 504.99, "e_above_lowest_ev": 0.000, "total_charge": 1, "spin_multiplicity": 5}



- What is the formula in the third record?
  C15H31ClIrO4P2



Repeat the fifth record exactly.
{"formula": "C26H28ClMnNO2Si", "method": "ωB97M-V with the def2-TZVPD basis set", "symbols": ["Mn", "Cl", "C", "C", "C", "C", "O", "C", "C", "O", "C", "H", "H", "H", "H", "C", "Si", "C", "N", "C", "C", "C", "C", "C", "C", "C", "C", "C", "C", "C", "C", "C", "C", "C", "C", "C", "H", "H", "H", "H", "H", "H", "H", "H", "H", "H", "H", "H", "H", "H", "H", "H", "H", "H", "H", "H", "H", "H", "H", "H"], "positions_angstrom": [[-0.63374, -1.18381, -0.88797], [1.62502, -7.96364, -0.89785], [0.80758, -6.44543, -1.07619], [-0.55344, -6.41510, -1.33289], [-1.19427, -5.19664, -1.46461], [-0.49508, -3.99906, -1.34229], [-1.16971, -2.83423, -1.47602], [0.88550, -4.03916, -1.09707], [1.68891, -2.75860, -1.01777], [1.21051, -0.45709, -0.28324], [1.52103, -5.26729, -0.96085], [-1.10473, -7.34057, -1.42540], [-2.25668, -5.15086, -1.66548], [2.72357, -2.99350, -0.75429], [2.58594, -5.30827, -0.76853], [1.08857, -1.81319, -0.02014], [0.92956, 1.02687, 0.54747], [-0.11090, 1.79675, -0.83427], [-1.24370, 0.88540, -1.20553], [-1.57061, 1.02715, -2.65506], [-2.01671, 2.44064, -3.02732], [-2.93386, 3.03872, -1.94566], [-3.55630, 1.92669, -1.10947], [-2.47888, 1.13229, -0.37378], [2.50715, 1.90072, 0.89102], [3.11764, 2.68275, -0.09511], [4.31681, 3.32880, 0.15785], [4.92369, 3.19929, 1.40032], [4.33320, 2.42368, 2.38901], [3.13236, 1.77983, 2.13625], [-0.13607, 0.70979, 2.03381], [-0.93534, -0.42136, 2.22758], [-1.85401, -0.48460, 3.26490], [-1.99317, 0.58980, 4.13107], [-1.21191, 1.72433, 3.95815], [-0.29557, 1.78375, 2.91881], [1.07161, -2.09239, 1.02941], [1.71813, -2.25662, -1.99348], [0.52518, 1.91056, -1.71590], [-0.47512, 2.79558, -0.58011], [-2.35934, 0.30586, -2.87918], [-0.69292, 0.72951, -3.23219], [-2.54093, 2.37765, -3.98205], [-1.15120, 3.08227, -3.19534], [-3.71135, 3.64755, -2.40409], [-2.36896, 3.70822, -1.29212], [-4.14379, 1.26645, -1.75149], [-4.24666, 2.32845, -0.36767], [-2.88613, 0.17120, -0.04556], [-2.16350, 1.66035, 0.52518], [2.66194, 2.79146, -1.07315], [4.77906, 3.93270, -0.61151], [5.86056, 3.70318, 1.59772], [4.80860, 2.32104, 3.35533], [2.67918, 1.17716, 2.91527], [-0.84384, -1.29445, 1.58725], [-2.45368, -1.37521, 3.40050], [-2.70774, 0.54173, 4.94180], [-1.31578, 2.56302, 4.63374], [0.30430, 2.67988, 2.79819]], "gap_ev": [7.11, 7.26], "e_lumo_ev": [-3.3083, -3.2583], "s_squared": 6.37, "molar_mass_g_mol": 504.99, "e_above_lowest_ev": 0.000, "total_charge": 1, "spin_multiplicity": 5}